(1)
DFT (ωB97M-V/def2-TZVPD) results for a cluster of 17 separate species, C37H50Cl22N6O2 in total.

The geometry in XYZ format:
```
117
Properties=species:S:1:pos:R:3:mulliken_charge:R:1
N 1.888 -0.331 -4.744 -0.2494
C 2.195 -0.267 -6.058 -0.3262
C 2.713 -1.398 -6.732 -0.4757
C 2.945 -2.571 -5.971 -0.4688
C 2.572 -2.587 -4.613 -0.1000
C 2.046 -1.460 -4.041 -0.0011
H 2.098 0.640 -6.637 0.3630
H 2.923 -1.415 -7.792 0.4122
H 3.242 -3.506 -6.423 0.3815
H 2.722 -3.517 -4.085 0.1919
H 1.777 -1.489 -2.995 0.2979
N -0.904 -7.154 -1.288 -0.3540
C -0.328 -8.099 -2.061 -0.4356
C 0.785 -7.885 -2.924 -0.3225
C 1.440 -6.662 -2.818 -0.2020
C 0.902 -5.657 -1.989 0.5175
C -0.225 -5.972 -1.217 -0.6077
H -0.817 -9.062 -2.058 0.3620
H 1.117 -8.656 -3.603 0.4016
H 2.225 -6.469 -3.534 0.3721
H 1.494 -4.779 -1.775 -0.2010
H -0.666 -5.393 -0.419 0.4708
N 0.305 3.238 0.264 -0.0625
C 1.068 3.425 1.342 -0.4018
C 0.928 4.535 2.183 -0.4177
C -0.054 5.522 1.922 -0.6292
C -0.881 5.269 0.833 -0.7469
C -0.708 4.109 0.076 -0.1610
H 1.837 2.702 1.570 0.7482
H 1.532 4.649 3.071 0.4428
H -0.105 6.375 2.583 0.4370
H -1.774 5.872 0.769 0.4296
H -1.483 3.854 -0.632 0.3944
N 7.279 3.471 1.443 -0.5818
C 6.161 2.993 0.798 -0.3979
C 4.943 3.678 0.837 -0.3648
C 4.877 4.864 1.612 -0.0313
C 6.021 5.424 2.209 -0.5197
C 7.197 4.671 2.136 -0.2584
H 6.225 2.040 0.295 0.4949
H 4.054 3.247 0.400 0.4858
H 3.934 5.389 1.629 0.4355
H 5.765 6.261 2.841 0.3575
H 8.115 4.970 2.620 0.3841
N -5.194 5.121 -1.068 -0.5988
C -5.411 5.031 0.258 -0.5232
C -5.009 3.991 1.125 -0.5403
C -4.286 2.940 0.526 0.0196
C -4.089 2.973 -0.877 -0.4008
C -4.497 4.091 -1.608 -0.2618
H -6.005 5.862 0.610 0.4117
H -5.273 3.906 2.169 0.4010
H -3.987 2.111 1.150 0.6496
H -3.519 2.191 -1.358 0.4924
H -4.465 4.070 -2.688 0.3095
C 4.868 1.422 4.059 -0.5251
N 4.440 0.385 3.019 0.7095
O 4.979 -0.739 2.964 -0.5537
O 3.545 0.736 2.213 -0.2094
H 4.669 2.335 3.497 0.1000
H 5.914 1.275 4.325 0.3178
H 4.131 1.460 4.862 0.1702
C -0.078 -0.365 0.418 -0.7083
Cl -1.494 0.583 0.860 0.3827
Cl -0.375 -1.329 -1.038 0.3070
H 0.753 0.272 0.114 0.3091
H 0.217 -0.952 1.289 -0.0687
C -2.397 -4.651 -3.955 0.0898
Cl -2.519 -6.300 -4.550 -0.1686
Cl -0.971 -3.776 -4.506 -0.0646
H -3.316 -4.127 -4.217 0.1637
H -2.353 -4.711 -2.867 -0.0430
C -4.616 -0.767 -4.806 -0.5335
Cl -3.379 -0.679 -3.562 0.0333
Cl -3.885 -0.599 -6.395 -0.1535
H -5.170 -1.696 -4.671 0.3233
H -5.312 0.070 -4.748 0.3345
C 2.175 -2.985 2.916 0.0800
Cl 1.601 -3.655 4.417 -0.1090
Cl 1.049 -3.379 1.576 -0.0619
H 2.233 -1.897 2.951 -0.2615
H 3.129 -3.362 2.549 0.3418
C -7.201 0.690 1.979 -0.0088
Cl -8.896 0.919 1.352 -0.1837
Cl -6.819 1.837 3.325 -0.1513
H -7.197 -0.300 2.436 0.2737
H -6.465 0.766 1.180 0.0664
C -2.592 -3.385 4.548 -0.4074
Cl -1.629 -2.032 3.924 -0.0014
Cl -1.900 -4.111 5.996 -0.1553
H -3.640 -3.106 4.661 0.3511
H -2.550 -4.119 3.744 0.2042
C -0.583 1.936 -3.804 0.3485
Cl -2.159 2.655 -3.960 -0.0980
Cl 0.665 3.184 -4.034 -0.2072
H -0.402 1.641 -2.770 -0.3715
H -0.354 1.182 -4.557 0.2634
C 4.493 -2.276 -1.088 -0.7101
Cl 3.074 -1.345 -0.692 0.0862
Cl 3.922 -3.914 -1.510 -0.1167
H 4.989 -1.901 -1.983 0.3691
H 5.182 -2.281 -0.243 0.3873
C -3.296 -2.425 0.338 0.8222
Cl -4.555 -1.719 1.420 -0.1434
Cl -3.381 -4.147 0.366 -0.1677
H -3.484 -2.091 -0.682 0.0420
H -2.341 -2.084 0.739 -0.6751
C 0.774 0.445 5.542 -0.2918
Cl 2.280 -0.299 6.052 -0.1596
Cl 0.999 1.398 4.087 0.0078
H 0.036 -0.356 5.492 0.0763
H 0.565 1.215 6.284 0.3415
C -2.186 3.271 3.835 1.0187
Cl -3.109 2.088 4.641 -0.1464
Cl -1.565 4.454 5.012 -0.1876
H -1.357 2.770 3.335 -0.4580
H -2.804 3.713 3.053 -0.2415
```

Output
Charge = 0
DFT total energy = -12042.9264 hartree
Kohn-Sham gap = 9.043 eV

=====

(2)
DFT (ωB97M-V/def2-TZVPD) results for an isolated molecule of C6H4O.

The geometry in XYZ format:
```
11
Properties=species:S:1:pos:R:3:mulliken_charge:R:1
C -0.361 -1.689 2.206 -0.1411
C -0.557 -1.298 1.065 0.1895
C -0.783 -0.967 -0.212 -0.1855
C -0.845 -0.148 -1.262 -0.4832
C 0.316 0.652 -1.258 -0.3573
C 0.836 1.369 -0.107 0.1047
O 0.453 1.308 1.052 -0.5070
H -0.194 -1.977 3.221 0.3840
H -1.487 -0.293 -2.130 0.3591
H 0.855 0.785 -2.196 0.3352
H 1.633 2.089 -0.388 0.3014
```

Output
Charge = 0
DFT total energy = -306.0500 hartree
Kohn-Sham gap (alpha / beta) = 6.721 / 7.268 eV

=====

(3)
DFT (ωB97M-V/def2-TZVPD) results for an isolated molecule of C5H8O.

The geometry in XYZ format:
```
14
Properties=species:S:1:pos:R:3:mulliken_charge:R:1
C 2.193 -0.760 1.047 -0.0401
C 1.209 -0.299 0.498 -0.9024
C -0.051 0.261 -0.063 1.4138
C -0.154 0.042 -1.571 -1.4914
C -1.229 -0.312 0.709 -1.3508
O 0.033 1.721 0.010 -0.5558
H 3.007 -1.221 1.533 0.4679
H -1.007 0.614 -1.954 0.3506
H 0.790 0.333 -2.051 0.3713
H -0.340 -1.010 -1.817 0.3655
H -1.280 -1.421 0.702 0.3305
H -2.194 0.063 0.298 0.3247
H -1.135 0.066 1.723 0.3515
H 0.160 1.923 0.936 0.3648
```

Output
Charge = 0
DFT total energy = -270.4806 hartree
Kohn-Sham gap = 11.136 eV
Structure (SMILES) = C#CC(C)(C)O

=====

(4)
DFT (ωB97M-V/def2-TZVPD) results for an isolated molecule of CHFN2O5.

The geometry in XYZ format:
```
10
Properties=species:S:1:pos:R:3:mulliken_charge:R:1
O 0.475 1.823 -1.952 -0.4208
C 0.133 1.576 -0.844 0.5887
F -1.124 1.297 -0.529 -0.1860
N 0.925 1.504 0.356 0.1979
O 1.881 0.490 0.283 -0.4216
O 0.019 1.040 1.305 -0.2471
N 0.413 0.770 2.743 1.0813
O -0.285 0.000 3.289 -0.4727
O 1.502 1.226 2.980 -0.4646
H 2.695 0.661 -0.110 0.3449
```

Output
Charge = 0
DFT total energy = -624.0134 hartree
Kohn-Sham gap = 10.235 eV
Structure (SMILES) = O=C(F)N(O)O[N+](=O)[O-]

=====

(5)
DFT (ωB97M-V/def2-TZVPD) results for a structure of composition C47H37Br4N8O4PTi.

The geometry in XYZ format:
```
102
Properties=species:S:1:pos:R:3:mulliken_spin:R:1
Ti 1.150 -1.820 0.783 0.9900
C 3.095 5.031 1.082 0.0271
C 1.959 4.024 1.087 -0.1034
C 0.720 4.462 0.735 0.3741
C -0.509 3.634 0.554 -0.0183
C 0.385 1.175 0.900 0.1821
N -0.061 -0.129 0.875 0.0711
C -1.424 -0.379 1.059 -0.0651
C -2.118 0.248 2.101 0.0165
C -3.413 -0.089 2.429 0.0031
C -4.091 -1.099 1.753 0.0121
C -5.492 -1.492 2.138 -0.0006
C -3.420 -1.740 0.725 0.0017
C -2.127 -1.380 0.371 0.0250
N -1.544 -2.058 -0.732 0.0132
C -2.159 -2.473 -1.855 0.0189
C -1.210 -3.076 -2.648 -0.0059
C -0.020 -2.974 -1.918 0.0268
N -0.244 -2.365 -0.764 -0.0549
C 1.542 1.517 1.580 -0.1229
C 2.299 2.713 1.496 0.4791
N 2.149 0.583 2.491 -0.0023
C 2.674 0.898 3.688 0.0211
C 3.254 -0.238 4.210 -0.0050
C 3.011 -1.225 3.253 0.0182
N 2.353 -0.713 2.221 -0.0058
H 2.774 5.990 1.494 -0.0019
H 3.453 5.209 0.065 -0.0089
H 3.944 4.678 1.669 0.0002
H 0.608 5.526 0.538 0.0050
H -1.074 4.124 -0.251 0.0280
H -1.592 1.005 2.664 0.0094
H -3.902 0.443 3.239 0.0034
H -6.179 -0.645 2.052 0.0006
H -5.539 -1.845 3.171 0.0007
H -5.865 -2.291 1.496 -0.0001
H -3.892 -2.563 0.201 -0.0001
H -3.202 -2.264 -2.019 0.0009
H -1.351 -3.507 -3.624 -0.0001
H 0.981 -3.286 -2.164 0.0067
H 3.315 2.603 1.862 0.0205
H 2.579 1.899 4.070 -0.0009
H 3.744 -0.344 5.162 -0.0003
H 3.232 -2.281 3.252 -0.0005
Br 6.702 -4.744 -2.435 0.0000
C 5.286 -4.396 -1.222 0.0013
C 5.048 -5.245 -0.154 0.0058
Br 6.140 -6.768 0.131 0.0002
C 3.988 -4.979 0.726 -0.0027
Br 3.590 -6.088 2.206 0.0000
C 3.169 -3.871 0.546 0.0064
O 2.152 -3.553 1.288 0.0066
C 3.440 -2.971 -0.535 0.0003
O 2.641 -1.942 -0.601 0.0022
C 4.477 -3.261 -1.411 0.0021
Br 4.727 -2.071 -2.858 -0.0001
N 0.299 1.964 -3.132 0.0000
P -0.849 0.861 -2.360 0.0026
C -2.184 1.223 -3.594 -0.0006
C -2.661 2.510 -3.853 -0.0012
C -3.606 2.733 -4.844 -0.0001
C -4.100 1.668 -5.589 0.0000
C -3.637 0.385 -5.343 0.0002
C -2.681 0.169 -4.355 0.0029
C -1.370 1.792 -0.911 0.0800
C -2.694 2.101 -0.647 -0.0260
C -3.335 2.770 0.407 0.0238
C -2.733 3.323 1.578 -0.0152
C -1.430 3.652 1.737 0.0343
C -0.210 2.223 -0.050 -0.1092
C 1.656 1.899 -2.969 -0.0075
C 2.522 2.721 -3.715 0.0032
C 3.870 2.675 -3.437 -0.0022
C 4.343 1.813 -2.452 0.0013
C 3.414 1.022 -1.795 0.0133
N 2.109 1.060 -2.035 0.0071
H -0.047 2.683 -3.747 0.0001
H -2.298 3.333 -3.247 0.0005
H -3.967 3.738 -5.029 0.0000
H -4.845 1.841 -6.357 0.0000
H -4.017 -0.450 -5.920 0.0000
H -2.305 -0.830 -4.164 -0.0011
H -3.403 1.725 -1.383 -0.0009
H -4.420 2.735 0.389 0.0027
H -3.392 3.458 2.437 0.0006
H -1.041 3.948 2.705 0.0004
H 0.644 2.391 -0.720 0.0064
H 2.124 3.382 -4.475 0.0002
H 4.556 3.309 -3.988 -0.0001
H 5.394 1.744 -2.208 -0.0005
H 3.722 0.310 -1.037 -0.0032
O 0.087 -1.086 4.051 0.0007
C -0.438 -2.083 3.588 0.0083
C -1.521 -2.866 4.333 -0.0009
C -1.769 -4.071 3.447 -0.0003
C -0.959 -3.760 2.186 0.0121
O -1.034 -4.432 1.172 0.0010
N -0.185 -2.646 2.366 -0.0130
H -2.390 -2.210 4.414 0.0002
H -1.174 -3.092 5.342 0.0000
H -2.810 -4.227 3.165 -0.0001
H -1.390 -5.005 3.866 0.0002
```

Output
Charge = -2
DFT total energy = -14039.3134 hartree
2S+1 = 3
Kohn-Sham gap (alpha / beta) = 4.420 / 4.467 eV
<S²> = 2.0442

=====

(6)
DFT (ωB97M-V/def2-TZVPD) results for a structure of composition FNNiO3S2.

The geometry in XYZ format:
```
8
Properties=species:S:1:pos:R:3:mulliken_spin:R:1
Ni -0.166 2.104 0.271 1.3473
F -1.928 0.131 1.351 0.0512
N 0.073 -1.100 -0.159 0.0958
S 1.555 -0.417 0.398 0.0834
O 2.521 -0.866 -0.649 0.0396
O 1.365 1.143 0.211 0.2236
S -1.155 -0.175 -0.352 0.0934
O -2.265 -0.821 -1.071 0.0658
```

Output
Charge = 0
DFT total energy = -2684.8570 hartree
2S+1 = 3
Kohn-Sham gap (alpha / beta) = 7.325 / 5.799 eV
<S²> = 2.0142

=====

Look up the charge of the first one.
0